Formula: C4H8N2
Source: the Open Molecules 2025 dataset
Level of theory: the ωB97M-V functional and the def2-TZVPD basis

```
14
Properties=species:S:1:pos:R:3:nbo_charge:R:1
C -1.679 -1.169 -0.134 -0.450
C 0.586 1.865 -0.051 -0.634
C 0.162 0.425 -0.084 0.241
C 1.330 -0.823 0.329 -0.102
N -1.105 0.141 -0.270 -0.254
N 0.879 -0.541 -0.900 -0.449
H -2.681 -1.030 0.286 0.212
H -1.115 -1.865 0.494 0.185
H -1.807 -1.624 -1.119 0.227
H 0.450 2.301 -1.040 0.230
H 1.629 1.968 0.246 0.217
H -0.028 2.423 0.655 0.224
H 1.004 -1.516 1.106 0.163
H 2.376 -0.555 0.481 0.190
```

Properties
- HOMO-LUMO gap (alpha / beta) (eV) = 7.62 / 7.06
- 2S+1 = 1
- relative energy (zero: lowest compared OMol25 entry of this formula, charge and spin) (kcal/mol) = 122.3